# 1
{"formula": "C13H10Cl2N2O2S", "method": "wB97M-V/def2-TZVPD", "homo_energy_ha": -0.314, "gap_ev": 5.3, "fmax_ev_per_a": 3.7, "smiles": "N#CC1=C(C#N)C(=O)C(Cl)=C(Cl)C1=O.C1CCSCC1", "species": ["C", "C", "O", "C", "C", "H", "H", "Cl", "C", "C", "S", "H", "N", "N", "H", "C", "C", "C", "C", "H", "H", "H", "H", "C", "O", "C", "C", "Cl", "H", "H"], "xyz": [[0.95361, -1.34830, 2.23238], [2.74522, 0.14851, 2.97039], [0.85828, 1.85404, 3.86297], [-1.40082, -0.85911, 3.00580], [2.12136, -4.18220, -1.59038], [3.93589, -4.85892, -0.67873], [1.82423, -5.13696, -2.05764], [-2.09495, 1.55183, 3.99990], [1.89351, -2.32020, 1.82490], [-0.40811, -1.86561, 2.51992], [1.92139, -1.43684, -1.63097], [4.07500, -4.40043, -2.41542], [2.66051, -3.19205, 1.65603], [3.84949, 0.47858, 3.14714], [5.36225, -2.81610, -1.17975], [0.43656, 0.78142, 3.43682], [4.26620, -2.77807, -1.04873], [3.71232, -1.62474, -1.89299], [-0.99683, 0.37067, 3.46692], [4.12991, -0.65892, -1.58432], [3.86240, -1.78136, -2.98248], [2.05862, -2.98554, -3.45201], [4.07388, -2.59369, 0.02452], [3.64813, -4.12893, -1.44182], [-0.63093, -3.07806, 2.45839], [1.38055, -0.20089, 2.83398], [1.58804, -3.02764, -2.44753], [-2.99569, -1.42784, 3.23782], [0.49593, -3.06127, -2.53678], [1.65596, -4.14244, -0.58912]]}

# 2
{"formula": "C5H7NO", "method": "wB97M-V/def2-TZVPD", "homo_energy_ha": -0.265, "relative_energy_kj_mol": 332.4, "gap_ev": 8.1, "fmax_ev_per_a": 3.5, "smiles": "C=C1CC(N)=CO1", "species": ["H", "C", "C", "C", "N", "H", "H", "H", "C", "O", "H", "H", "C", "H"], "xyz": [[-1.42162, 2.15322, 0.12394], [-0.83264, 1.24387, 0.14195], [-1.15607, -0.02720, -0.12770], [2.48005, 0.01383, 0.54486], [-2.40437, -0.58041, -0.46247], [0.94040, -0.27743, -1.08610], [3.15424, 0.85944, 0.56815], [-3.17815, 0.03085, -0.22273], [0.14663, -0.74230, -0.22841], [0.54079, 1.43108, 0.28172], [-2.56916, -1.49390, -0.05417], [0.20607, -1.83055, -0.21974], [1.17449, 0.19813, 0.28268], [2.91937, -0.97862, 0.45803]]}

# 3
{"formula": "C5H7NO", "method": "wB97M-V/def2-TZVPD", "homo_energy_ha": -0.281, "relative_energy_kj_mol": 78.3, "gap_ev": 8.4, "fmax_ev_per_a": 0.7, "smiles": "Cn1cccc1O", "species": ["H", "H", "C", "O", "C", "H", "C", "H", "H", "C", "H", "N", "C", "H"], "xyz": [[2.53643, 0.74850, -0.70557], [-0.36012, -2.41833, -0.24112], [0.43876, 0.74076, -0.11233], [0.06670, 2.03718, 0.05368], [1.43179, -1.21784, -0.45519], [-2.52749, -0.66849, 0.57766], [-1.82461, 0.16428, 0.60528], [0.82098, 2.57502, -0.21695], [-1.77074, 0.53906, 1.63740], [0.12473, -1.45629, -0.13507], [-2.23177, 0.98472, 0.00352], [-0.50695, -0.22159, 0.09245], [1.64359, 0.19113, -0.45513], [2.15870, -1.99811, -0.64863]]}

# 4
{"formula": "C3H5NO", "method": "wB97M-V/def2-TZVPD", "homo_energy_ha": -0.339, "relative_energy_kj_mol": 350.4, "gap_ev": 8.6, "fmax_ev_per_a": 0.6, "species": ["H", "H", "N", "H", "H", "C", "C", "C", "O", "H"], "xyz": [[-0.47765, 1.75399, -0.46178], [-1.34915, -0.59853, 1.28944], [0.39831, -0.99302, -0.84092], [-0.04756, 1.44139, 1.25201], [-0.61075, -1.01075, -1.04407], [0.85561, 0.06047, -0.10114], [-1.41746, -0.04863, 0.32575], [-0.33406, 0.97926, 0.30251], [2.00070, 0.22452, 0.24949], [0.98200, -1.80869, -0.97128]]}

# 5
{"formula": "C5H10N2", "method": "wB97M-V/def2-TZVPD", "homo_energy_ha": -0.326, "relative_energy_kj_mol": 191.3, "gap_ev": 9.8, "fmax_ev_per_a": 1.7, "smiles": "C=N/C=C/CCN", "species": ["C", "H", "N", "H", "H", "C", "H", "C", "H", "C", "H", "C", "H", "H", "H", "H", "N"], "xyz": [[-0.30669, -1.28310, 0.02273], [-1.08358, -1.51869, -0.71346], [1.03929, 1.89100, -1.58891], [1.47929, 3.70760, -2.13278], [1.37952, -0.03989, 0.11805], [0.12836, 0.88504, -1.29485], [0.32249, -2.17148, 0.09901], [0.45073, -0.09683, -0.45937], [-0.24869, -2.22871, 3.18134], [0.66769, 2.98001, -2.13218], [-0.30232, 3.29485, -2.50610], [-0.85441, -1.11076, 1.46861], [-0.80048, 0.84175, -1.86868], [-1.14073, -0.09934, 1.77955], [1.01062, -1.81513, 2.14170], [-1.82672, -1.62827, 1.43082], [0.08563, -1.60805, 2.45452]]}

| no. | LUMO energy (eV) |
| --- | --- |
| 1 | -3.23 |
| 2 | 0.85 |
| 3 | 0.79 |
| 4 | -0.66 |
| 5 | 0.92 |